(1)
Formula: C47H59BN12S4Y
Source: the OMol25 dataset
Level of theory: ωB97M-V/def2-TZVPD

Positions of all 124 atoms, in Å:
Y 0.618 -0.095 0.530
C -4.627 1.159 2.290
C -4.417 1.284 0.818
C -5.170 2.105 0.023
C -4.918 2.219 -1.373
N -3.958 1.526 -1.921
N -3.256 0.692 -1.150
B -2.360 -0.200 -1.907
N -2.647 -1.650 -1.903
N -3.948 -1.944 -1.959
C -4.291 -3.192 -2.118
C -3.294 -4.199 -2.215
C -1.961 -3.900 -2.121
C -0.906 -4.959 -2.192
C -1.636 -2.533 -1.933
S -0.051 -1.900 -1.763
C -5.766 -3.529 -2.192
C -6.622 -2.262 -2.168
C -6.111 -4.409 -0.979
C -6.030 -4.303 -3.494
N -1.690 0.358 -3.101
N -2.118 -0.198 -4.241
C -1.729 0.324 -5.369
C -0.832 1.430 -5.373
C -0.374 1.977 -4.208
C 0.567 3.135 -4.167
C -0.837 1.391 -3.001
S -0.389 1.926 -1.444
C -2.262 -0.265 -6.658
C -3.223 -1.422 -6.378
C -1.082 -0.773 -7.500
C -3.011 0.849 -7.409
C -3.392 0.541 0.180
S -2.335 -0.543 0.960
C -5.732 3.092 -2.312
C -6.509 2.147 -3.249
C -4.785 3.971 -3.143
C -6.716 3.979 -1.551
H -5.456 1.780 2.619
H -3.724 1.449 2.833
H -4.832 0.120 2.556
H -5.961 2.693 0.468
H -3.595 -5.230 -2.352
H -1.113 -5.642 -3.015
H -0.909 -5.553 -1.275
H 0.082 -4.528 -2.330
H -6.474 -1.704 -1.243
H -7.673 -2.539 -2.238
H -6.380 -1.610 -3.009
H -5.933 -3.871 -0.046
H -5.526 -5.331 -0.967
H -7.164 -4.684 -1.019
H -5.686 -3.738 -4.363
H -7.102 -4.469 -3.600
H -5.544 -5.280 -3.496
H -0.497 1.833 -6.320
H 0.890 3.409 -5.169
H 1.440 2.897 -3.556
H 0.079 3.995 -3.705
H -2.714 -2.238 -5.863
H -3.611 -1.802 -7.323
H -4.065 -1.096 -5.766
H -0.536 -1.554 -6.968
H -0.385 0.026 -7.757
H -1.461 -1.196 -8.430
H -3.810 1.266 -6.792
H -3.462 0.436 -8.311
H -2.346 1.660 -7.712
H -5.820 1.519 -3.815
H -7.103 2.734 -3.949
H -7.186 1.502 -2.685
H -4.057 3.360 -3.676
H -4.253 4.681 -2.506
H -5.363 4.538 -3.872
H -7.467 3.390 -1.020
H -7.244 4.613 -2.261
H -6.206 4.633 -0.841
N 2.558 0.219 2.350
C 3.409 -0.942 2.504
C 4.585 -0.877 3.202
C 5.379 -2.018 3.409
C 4.963 -3.227 2.932
C 3.754 -3.329 2.207
C 3.279 -4.568 1.728
C 2.090 -4.614 1.057
C 1.400 -3.421 0.825
N 1.813 -2.227 1.227
C 2.974 -2.170 1.958
H 3.150 1.037 2.243
H 2.057 0.352 3.228
H 4.905 0.072 3.619
H 6.301 -1.932 3.966
H 5.541 -4.125 3.107
H 3.857 -5.466 1.911
H 1.683 -5.546 0.692
H 0.471 -3.448 0.276
C 3.535 -0.639 -2.071
C 3.394 0.696 -1.431
N 2.536 1.027 -0.477
C 2.788 2.354 -0.158
C 3.805 2.814 -0.926
N 4.171 1.756 -1.722
H 2.693 -1.278 -1.811
H 4.453 -1.127 -1.738
H 3.584 -0.548 -3.156
H 2.224 2.884 0.594
H 4.288 3.774 -0.967
H 4.915 1.769 -2.402
N -0.455 3.403 1.841
C -0.477 2.419 2.761
N -0.240 1.156 2.494
C -0.374 0.372 3.648
C -0.247 -1.013 3.717
C -0.361 -1.639 4.946
C -0.611 -0.903 6.102
C -0.766 0.472 6.048
C -0.648 1.092 4.813
S -0.813 2.789 4.429
H -0.508 3.186 0.859
H -0.716 4.335 2.118
H -0.092 -1.601 2.817
H -0.264 -2.715 5.007
H -0.697 -1.413 7.052
H -0.975 1.046 6.940

Gap between HOMO and LUMO   7.35 eV
Total charge   +3
Multiplicity   1


(2)
Formula: C4H8ClN3
Source: the OMol25 dataset
Level of theory: ωB97M-V/def2-TZVPD

Positions of all 16 atoms, in Å:
C 1.069 -0.368 -0.987
C 0.983 -1.371 -0.056
C 0.330 -0.069 0.322
C -1.170 -0.193 0.204
H 0.466 0.393 -2.804
H -0.461 -0.850 -2.061
H 2.088 -0.025 -1.255
H 1.823 -1.825 0.436
H 0.333 -2.199 -0.279
H -1.266 1.581 1.235
H -2.791 0.872 0.909
H -2.681 -0.991 -0.602
N 0.568 -0.579 -2.294
N -1.844 0.996 0.527
N -1.656 -1.134 -0.396
Cl 0.926 1.181 1.334

Gap between HOMO and LUMO   9.89 eV
Structure (SMILES)   [H]/N=C(\N)[C@@]1(Cl)C[C@H]1N
Total charge   0
Multiplicity   1


(3)
Formula: C6H8
Source: the OMol25 dataset
Level of theory: ωB97M-V/def2-TZVPD

Positions of all 14 atoms, in Å:
C -0.663 -1.363 -0.155
C 0.537 -0.431 -0.274
C 0.483 0.688 -1.283
C 0.715 1.028 0.141
C -0.286 1.649 1.019
C -0.833 1.080 1.932
H -1.638 -0.871 -0.246
H -0.686 -1.989 0.749
H -0.584 -2.055 -1.002
H 1.475 -0.979 -0.202
H -0.517 0.930 -1.632
H 1.287 0.833 -1.993
H 1.728 1.274 0.437
H -1.017 0.206 2.508

Gap between HOMO and LUMO   9.74 eV
Structure (SMILES)   C#C[C@@H]1C[C@@H]1C
Total charge   0
Multiplicity   1


(4)
Formula: CH4Br2Si
Source: the OMol25 dataset
Level of theory: ωB97M-V/def2-TZVPD

Positions of all 8 atoms, in Å:
C -0.260 0.851 -0.182
Si 0.228 -1.109 -0.088
Br -1.368 1.186 1.611
Br 1.315 1.950 -0.223
H -0.928 1.163 -0.948
H 1.118 -1.610 -1.209
H -1.166 -1.333 -0.194
H 1.060 -1.098 1.233

Gap between HOMO and LUMO   9.79 eV
Structure (SMILES)   [SiH3]C(Br)Br
Total charge   0
Multiplicity   1


(5)
Formula: H4O2
Source: the OMol25 dataset
Level of theory: ωB97M-V/def2-TZVPD

Positions of all 6 atoms, in Å:
H 0.152 -0.610 -0.783
H 1.087 -0.819 0.260
H -0.430 1.443 0.218
H -0.935 0.192 0.975
O 1.090 -0.861 -0.774
O -0.964 0.655 0.104

Gap between HOMO and LUMO   11.47 eV
Structure (SMILES)   O.O
Total charge   0
Multiplicity   1


The calculation returns the following highest occupied orbital energy values, one per record and in order: -15.27; -9.08; -9.07; -9.90; -10.99 eV.
The calculation returns the following strongest force on any atom values, one per record and in order: 0.66; 5.24; 1.56; 3.22; 3.52 eV Å⁻¹.
The calculation returns the following E values, one per record and in order: -112625.61503; -21268.45264; -6347.32357; -149062.95881; -4159.50280 eV.